(1)
Molecular formula: C22H22NO
Method: DFT, the ωB97M-V functional and the def2-TZVPD basis

```
46
Properties=species:S:1:pos:R:3
C -2.691 -0.747 4.841
C -3.783 0.024 4.415
C -3.621 0.844 3.278
C -2.413 0.884 2.574
O -2.368 1.753 1.483
C -1.223 1.801 0.739
C -0.251 2.751 1.064
C 0.959 2.854 0.344
C 1.238 1.992 -0.720
C 0.271 1.038 -1.111
C -0.944 0.946 -0.340
C 0.425 0.076 -2.298
C 0.108 -1.322 -1.783
C -0.655 -2.218 -2.585
C -0.887 -3.521 -2.119
C -0.446 -3.901 -0.894
C 0.306 -3.047 -0.113
C 0.570 -1.779 -0.543
C 1.737 0.069 -3.085
N 2.842 -0.071 -2.116
C 3.503 1.235 -1.822
C 2.451 2.343 -1.517
C -1.363 0.091 3.005
C -1.495 -0.724 4.153
H -2.781 -1.415 5.668
H -4.748 -0.032 4.923
H -4.499 1.387 2.869
H -0.508 3.462 1.845
H 1.613 3.654 0.632
H -1.735 0.234 -0.620
H -0.345 0.381 -3.010
H -1.042 -1.938 -3.577
H -1.449 -4.207 -2.697
H -0.618 -4.891 -0.535
H 0.714 -3.361 0.842
H 1.147 -1.114 0.090
H 1.860 0.973 -3.711
H 1.689 -0.822 -3.785
H 2.467 -0.403 -1.233
H 3.539 -0.732 -2.485
H 4.209 1.179 -0.988
H 4.128 1.591 -2.677
H 3.019 3.108 -1.001
H 2.111 2.800 -2.467
H -0.380 0.075 2.561
H -0.662 -1.300 4.507
```

## Properties
- HOMO level (eV) = -10.92
- total charge = +1
- SMILES = c1ccc(Oc2ccc3c(c2)[C@H](c2ccccc2)C[NH2+]CC3)cc1
- multiplicity = 1
- orbital gap (hartree) = 0.294


(2)
Molecular formula: C22H43N2P3SeTi
Method: DFT, the ωB97M-V functional and the def2-TZVPD basis

```
72
Properties=species:S:1:pos:R:3
Ti -0.972 0.087 0.556
P -0.479 -1.994 -1.103
P 0.174 -1.500 1.951
P -0.298 1.165 -1.721
H -0.592 1.606 3.335
C -1.099 1.556 2.358
C -0.263 1.812 1.228
H 0.801 1.698 1.238
C 1.195 -2.411 -1.761
C -0.928 -3.728 -0.630
C -1.302 -2.070 -2.755
C 0.801 -0.514 3.339
C -1.037 -2.596 2.775
C 1.558 -2.647 1.690
C 0.104 2.947 -1.447
C -1.749 1.339 -2.810
C 0.978 0.719 -2.944
H -1.942 2.241 2.557
H -0.713 2.340 0.383
H 1.074 -3.329 -2.357
H 1.920 -2.590 -0.962
H 1.573 -1.622 -2.418
H -0.703 -4.346 -1.513
H -2.004 -3.800 -0.422
H -0.360 -4.123 0.220
H -1.255 -3.121 -3.082
H -0.789 -1.459 -3.508
H -2.354 -1.772 -2.674
H 1.088 -1.202 4.137
H 0.013 0.124 3.742
H 1.642 0.121 3.032
H -0.570 -2.944 3.706
H -1.281 -3.453 2.137
H -1.962 -2.053 3.004
H 1.806 -3.071 2.675
H 2.433 -2.112 1.302
H 1.303 -3.465 1.010
H 0.426 3.371 -2.397
H 0.894 3.058 -0.690
H -0.785 3.494 -1.103
H -1.544 2.205 -3.449
H -2.665 1.516 -2.234
H -1.867 0.444 -3.428
H 1.083 1.592 -3.601
H 0.669 -0.135 -3.555
H 1.941 0.517 -2.457
C 5.139 1.586 0.124
C 4.475 2.442 1.023
C 5.151 3.541 1.570
C 6.427 3.874 1.119
C 7.050 3.063 0.163
C 6.411 1.946 -0.356
Se 4.310 0.027 -0.703
H 4.016 -0.824 0.463
H 3.434 2.254 1.291
H 4.684 4.155 2.339
H 6.928 4.776 1.473
H 8.036 3.300 -0.203
H 6.848 1.343 -1.147
N -7.183 -0.387 -0.094
C -5.853 -0.313 0.052
C -5.219 0.943 0.090
C -3.833 0.992 0.184
N -3.080 -0.123 0.428
C -3.698 -1.331 0.357
C -5.056 -1.469 0.157
H -7.725 0.462 -0.154
H -7.621 -1.287 -0.158
H -5.787 1.873 0.034
H -3.255 1.918 0.063
H -3.055 -2.198 0.435
H -5.508 -2.459 0.097
```

## Properties
- HOMO level (spin up / spin down) (eV) = -15.56 / -15.56
- total charge = +3
- <S²> = 0.768
- multiplicity = 2
- orbital gap (spin up / spin down) (hartree) = 0.258 / 0.116


(3)
Molecular formula: C7H10
Method: DFT, the ωB97M-V functional and the def2-TZVPD basis

```
17
Properties=species:S:1:pos:R:3
C -0.764 -0.686 1.731
C -0.965 -1.132 0.309
C 0.328 -1.243 -0.463
C 0.822 0.083 0.096
C 0.141 1.390 -0.848
C 1.535 1.026 -0.757
C -0.834 0.329 0.638
H 0.194 -0.856 2.214
H -1.637 -0.748 2.367
H -1.874 -1.642 0.014
H 0.154 -1.284 -1.552
H 0.976 -2.087 -0.203
H -0.362 1.141 -1.766
H -0.121 2.354 -0.423
H 1.895 0.558 -1.664
H 2.194 1.766 -0.343
H -1.681 1.034 0.651
```

## Properties
- HOMO level (eV) = -7.27
- total charge = 0
- SMILES = C1[C@@H]2CC3(CC3)[C@H]12
- multiplicity = 1
- orbital gap (hartree) = 0.310


(4)
Molecular formula: C12H24N2O3
Method: DFT, the ωB97M-V functional and the def2-TZVPD basis

```
41
Properties=species:S:1:pos:R:3
C -2.709 2.933 -0.618
C -2.413 1.738 0.311
C -3.564 1.689 1.312
C -2.255 0.543 -0.500
C -1.933 -0.659 0.315
N -0.685 -0.569 1.027
C 0.453 -0.118 0.367
O 0.503 0.495 -0.675
C 1.748 -0.579 1.081
N 1.511 -1.935 1.695
C 2.971 -0.557 0.120
C 3.407 0.823 -0.297
C 3.732 0.724 -1.885
C 4.611 1.381 0.528
C -1.846 -1.820 -0.655
O -0.889 -2.473 -0.913
O -3.032 -2.200 -1.063
H -2.455 3.861 -0.080
H -3.751 3.120 -0.868
H -2.225 2.945 -1.613
H -1.437 2.008 0.747
H -3.462 0.914 2.138
H -3.557 2.691 1.739
H -4.455 1.432 0.798
H -3.248 0.374 -1.029
H -1.547 0.776 -1.266
H -2.721 -0.880 0.987
H -0.480 -1.400 1.566
H 1.834 0.121 1.989
H 1.294 -2.653 1.024
H 2.215 -2.259 2.321
H 3.813 -1.129 0.571
H 2.728 -1.006 -0.899
H 2.599 1.558 -0.102
H 4.396 -0.217 -2.004
H 4.385 1.586 -2.219
H 2.819 0.685 -2.429
H 5.645 0.994 0.223
H 4.607 2.424 0.229
H 4.192 1.343 1.594
H -2.849 -2.921 -1.737
```

## Properties
- HOMO level (eV) = -9.31
- total charge = 0
- SMILES = CC(C)C[C@H](NC(=O)[C@@H](N)CC(C)C)C(=O)O
- multiplicity = 1
- orbital gap (hartree) = 0.367


(5)
Molecular formula: C7H19NO
Method: DFT, the ωB97M-V functional and the def2-TZVPD basis

```
28
Properties=species:S:1:pos:R:3
C -2.853 1.300 -1.030
C -1.596 0.455 -1.027
C -1.623 -0.559 0.120
C -0.246 -1.185 0.417
C -0.355 -2.203 1.547
N 0.741 -0.152 0.697
C 2.134 -0.487 0.497
C 2.596 -0.308 -0.955
H -2.985 1.797 -0.068
H -2.909 2.106 -1.761
H -3.752 0.712 -1.190
H -0.711 1.083 -0.928
H -1.437 -0.067 -1.969
H -2.342 -1.340 -0.081
H -1.930 -0.022 1.023
H 0.053 -1.666 -0.522
H 0.566 -2.430 2.084
H -0.720 -3.157 1.171
H -1.082 -1.853 2.274
H 0.510 0.368 1.530
H 2.341 -1.533 0.767
H 2.707 0.125 1.195
H 2.963 0.690 -1.174
H 3.391 -1.007 -1.104
H 1.831 -0.623 -1.654
O 1.853 3.559 0.196
H 1.148 3.772 -0.416
H 1.708 2.621 0.359
```

## Properties
- HOMO level (eV) = -8.62
- total charge = 0
- SMILES = CCC[C@H](C)NCC.O
- multiplicity = 1
- orbital gap (hartree) = 0.350


(6)
Molecular formula: C6H7FO
Method: DFT, the ωB97M-V functional and the def2-TZVPD basis

```
15
Properties=species:S:1:pos:R:3
C 0.971 -1.808 0.616
C 0.584 -0.844 -0.207
O 0.585 -1.199 -1.563
C 0.263 0.664 0.107
C -1.227 0.955 0.473
C -2.346 1.025 -0.597
C -2.197 -0.059 0.078
F -2.481 -1.351 0.058
H 1.001 -2.837 0.393
H 1.094 -1.526 1.629
H 1.269 -1.961 -1.501
H 0.923 0.997 0.936
H 0.741 1.212 -0.738
H -1.414 1.622 1.342
H -2.799 1.684 -1.331
```

## Properties
- HOMO level (eV) = -8.97
- total charge = 0
- SMILES = C=C(O)C[C@H]1C=C1F
- multiplicity = 1
- orbital gap (hartree) = 0.362


(7)
Molecular formula: C16H16ClMnO2
Method: DFT, the ωB97M-V functional and the def2-TZVPD basis

```
36
Properties=species:S:1:pos:R:3
Mn 0.190 -0.260 -0.099
C -3.128 -0.180 1.475
C -2.300 -0.674 0.327
C -1.554 -1.866 0.423
C -0.818 -2.367 -0.668
C -0.069 -3.668 -0.561
C -0.775 -1.599 -1.847
C -1.508 -0.401 -1.978
C -1.505 0.378 -3.260
C -2.260 0.041 -0.879
H -4.174 -0.121 1.172
H -2.825 0.824 1.776
H -3.059 -0.839 2.337
H -1.576 -2.434 1.345
H 0.939 -3.520 -0.169
H 0.024 -4.142 -1.536
H -0.585 -4.352 0.110
H -0.202 -1.961 -2.693
H -1.129 1.391 -3.106
H -2.524 0.471 -3.635
H -0.902 -0.107 -4.024
H -2.831 0.958 -0.970
Cl 5.899 4.967 3.045
C 4.766 3.933 2.416
C 5.145 2.590 2.109
C 4.208 1.746 1.593
C 2.894 2.217 1.375
C 2.516 3.544 1.677
C 3.436 4.405 2.194
C 1.872 1.273 0.806
O 0.694 1.684 0.597
O 2.200 0.086 0.545
H 6.163 2.275 2.294
H 4.448 0.721 1.346
H 1.497 3.854 1.492
H 3.192 5.430 2.441
```

## Properties
- HOMO level (spin up / spin down) (eV) = -14.44 / -14.45
- total charge = +2
- <S²> = 6.476
- multiplicity = 5
- orbital gap (spin up / spin down) (hartree) = 0.089 / 0.193


(8)
Molecular formula: C5H20O5
Method: DFT, the ωB97M-V functional and the def2-TZVPD basis

```
30
Properties=species:S:1:pos:R:3
C -27.323 -3.955 -17.729
O -26.179 -3.120 -17.573
H -27.936 -3.637 -18.574
H -27.055 -5.006 -17.846
H -27.935 -3.844 -16.833
H -25.917 -2.783 -18.431
C -21.150 -2.807 -16.743
O -20.778 -1.436 -16.788
H -20.300 -3.475 -16.921
H -21.547 -3.033 -15.758
H -21.915 -3.049 -17.489
H -20.209 -1.307 -17.551
C -26.765 -8.367 -15.790
O -28.025 -8.571 -16.412
H -26.777 -7.380 -15.335
H -26.563 -9.120 -15.022
H -25.945 -8.405 -16.517
H -28.173 -9.514 -16.512
C -24.588 -5.009 -14.730
O -25.995 -5.011 -15.006
H -24.098 -4.159 -15.208
H -24.440 -4.947 -13.654
H -24.155 -5.926 -15.129
H -26.152 -4.310 -15.644
C -23.747 -6.748 -18.048
O -22.521 -7.417 -17.839
H -23.531 -5.715 -18.312
H -24.323 -7.173 -18.880
H -24.377 -6.749 -17.156
H -22.700 -8.356 -17.734
```

## Properties
- HOMO level (eV) = -10.25
- total charge = 0
- SMILES = CO.CO.CO.CO.CO
- multiplicity = 1
- orbital gap (hartree) = 0.399


(9)
Molecular formula: H12O6
Method: DFT, the ωB97M-V functional and the def2-TZVPD basis

```
18
Properties=species:S:1:pos:R:3
O 0.515 0.011 -3.200
H 0.847 -0.261 -3.993
H 1.332 0.400 -2.713
O -1.316 2.433 -2.653
H -0.870 1.999 -3.464
H -1.427 1.802 -1.897
O -4.874 2.694 4.540
H -5.267 3.041 3.695
H -3.934 2.649 4.588
O 2.382 0.414 -1.117
H 1.676 0.710 -0.720
H 3.108 0.506 -0.557
O -0.144 -1.696 0.969
H 0.261 -1.848 0.144
H 0.547 -2.035 1.449
O 2.461 -3.421 1.915
H 1.792 -4.150 1.907
H 2.910 -3.249 1.108
```

## Properties
- HOMO level (eV) = -10.91
- total charge = 0
- SMILES = O.O.O.O.O.O
- multiplicity = 1
- orbital gap (hartree) = 0.407


(10)
Molecular formula: CH4N2O
Method: DFT, the ωB97M-V functional and the def2-TZVPD basis

```
8
Properties=species:S:1:pos:R:3
C 1.412 0.892 0.482
N 0.432 0.408 -0.139
N -1.495 -1.153 -0.718
O -0.748 0.540 -0.286
H 2.246 0.158 0.671
H 1.738 1.969 0.569
H -1.129 -1.763 0.001
H -2.457 -1.051 -0.581
```

## Properties
- HOMO level (spin up / spin down) (eV) = -7.98 / -9.17
- total charge = 0
- <S²> = 2.015
- multiplicity = 3
- orbital gap (spin up / spin down) (hartree) = 0.328 / 0.293


(11)
Molecular formula: C28H21BF2N6O5PbSe
Method: DFT, the ωB97M-V functional and the def2-TZVPD basis

```
65
Properties=species:S:1:pos:R:3
Pb 0.219 -0.952 -0.050
O 0.270 -1.365 -5.156
C -1.011 -1.664 -5.406
C -1.342 -2.195 -6.657
C -2.653 -2.515 -6.957
C -3.659 -2.313 -6.017
C -3.331 -1.786 -4.778
C -2.020 -1.455 -4.448
C -1.660 -0.884 -3.104
O -0.435 -0.598 -2.900
N -2.672 -0.720 -2.280
N -2.282 -0.197 -1.065
C -3.249 0.182 -0.329
C -3.081 0.782 1.000
C -4.071 0.548 1.958
C -3.992 1.079 3.232
C -2.901 1.866 3.578
C -1.923 2.133 2.638
C -2.016 1.620 1.349
O -1.110 2.051 0.420
H 0.255 -1.004 -4.208
H -0.544 -2.345 -7.373
H -2.893 -2.926 -7.932
H -4.687 -2.563 -6.250
H -4.086 -1.616 -4.023
H -4.272 0.042 -0.693
H -4.908 -0.086 1.686
H -4.761 0.857 3.963
H -2.798 2.253 4.584
H -1.063 2.744 2.881
C 2.999 0.999 2.974
C 1.898 0.019 2.729
O 2.050 -0.840 1.683
C 0.746 -0.051 3.530
C 0.729 0.666 4.762
C -0.267 0.519 5.707
C -1.319 -0.362 5.458
C -1.387 -1.017 4.239
C -0.436 -0.840 3.215
O -0.671 -1.369 2.052
H 3.586 1.127 2.069
H 3.672 0.678 3.779
H 2.593 1.979 3.238
H 1.567 1.312 4.992
H -0.212 1.069 6.640
H -2.100 -0.508 6.198
H -2.233 -1.648 3.992
F 4.068 -1.844 2.471
B 3.288 -1.539 1.339
F 2.926 -2.686 0.634
Se 6.003 -0.423 0.748
N 6.212 0.627 -0.695
C 5.017 0.716 -1.309
C 4.760 1.454 -2.472
C 3.477 1.443 -2.987
C 2.482 0.705 -2.352
N 2.681 -0.014 -1.247
C 3.908 -0.001 -0.733
N 4.231 -0.668 0.393
H 5.564 2.014 -2.935
H 3.231 1.999 -3.882
H 1.471 0.688 -2.741
N 1.152 2.216 0.231
C 0.176 1.424 0.349
H 0.815 3.185 0.270
```

## Properties
- HOMO level (spin up / spin down) (eV) = -1.52 / -0.46
- total charge = -2
- multiplicity = 1
- orbital gap (spin up / spin down) (hartree) = 0.211 / 0.171


(12)
Molecular formula: C8H8O
Method: DFT, the ωB97M-V functional and the def2-TZVPD basis

```
17
Properties=species:S:1:pos:R:3
C 0.976 -1.822 1.566
C 0.892 -1.461 0.271
C 0.924 -0.126 -0.329
C 1.463 0.439 -1.585
C 0.506 1.318 -1.791
C -0.211 0.895 -0.467
C -1.558 0.678 -0.188
C -2.057 0.629 0.988
O 0.739 0.974 0.508
H 1.174 -2.863 1.813
H 0.974 -0.931 2.246
H 0.535 -2.276 -0.357
H 2.317 0.338 -2.168
H 0.133 2.026 -2.464
H -2.203 0.978 -0.996
H -3.055 0.501 1.061
H -1.549 0.702 1.892
```

## Properties
- HOMO level (eV) = -8.21
- total charge = 0
- SMILES = C=C[C@@]12C=C[C@]1(C=C)O2
- multiplicity = 1
- orbital gap (hartree) = 0.335


- What is the multiplicity in the eighth record?
  1


- Look up the multiplicity of the sixth one.
  1